[1]
Below is a single C6H12N2 molecule, with properties calculated with wB97M-V/def2-TZVPD.

## Properties
SMILES: N[C@@H]1C[C@@H](N)[C@@H]2C[C@H]21
Energy relative to the best compared isomer or geometry (same formula, charge and spin), kcal/mol: 169.58
Charge: 0
HOMO energy, eV: -7.991
LUMO, eV: 1.02

Geometry (Å):
H -0.44 1.20 -2.61
H 1.89 -0.27 0.09
N -1.23 1.13 -2.06
H -2.14 0.76 -0.32
H -1.50 -2.49 -0.28
H 0.28 -0.44 -1.22
C 1.00 -0.09 0.70
H 2.58 0.08 2.39
H 0.74 2.03 -0.37
C 0.03 1.22 0.23
N 1.75 -0.49 1.97
H 1.24 -0.20 2.81
H -0.03 1.90 1.09
C -1.08 0.72 -0.61
H 0.49 -2.47 -0.83
H -0.97 -0.93 1.40
C -0.09 -1.16 0.65
H -1.37 2.23 -1.90
C -0.56 -2.07 -0.32
C -0.59 -0.65 -0.79


[2]
Below is a single C5H6INO3S molecule, with properties calculated with wB97M-V/def2-TZVPD.

## Properties
Energy relative to the best compared isomer or geometry (same formula, charge and spin), kcal/mol: 66.67
Charge: 0
HOMO energy (spin up / spin down), eV: -9.112 / -9.111
LUMO (spin up / spin down), eV: -1.19 / -1.19

Geometry (Å):
H 0.37 1.71 1.30
O 1.76 -2.86 -1.11
S 1.90 -1.90 -0.09
C 0.22 1.57 -1.04
I 3.23 0.58 0.32
H -0.33 -2.33 0.34
C 0.20 0.08 -1.30
H 0.19 -0.68 -2.09
N 2.30 -0.52 -0.96
H 0.41 -1.67 1.80
O 2.84 -2.23 0.92
C -0.10 -0.28 0.06
C 0.28 -1.57 0.70
C -0.05 1.17 0.48
H 1.26 1.92 -1.17
O -1.30 0.50 0.47
H -0.65 2.15 -1.49


[3]
Below is a single C3H9NO2 molecule, with properties calculated with wB97M-V/def2-TZVPD.

## Properties
SMILES: C[C@H](O)N(C)O
Energy relative to the best compared isomer or geometry (same formula, charge and spin), kcal/mol: 63.96
Charge: 0
HOMO energy, eV: -9.369
LUMO, eV: 0.75

Geometry (Å):
H 1.62 0.31 1.02
C -0.61 -0.09 0.09
N 0.58 0.27 -0.62
O 1.49 0.90 0.25
H 0.60 -1.24 -2.08
H 2.21 -0.67 -1.59
H -0.71 1.78 1.23
H 1.34 -1.81 -0.56
C 1.22 -0.96 -1.24
H -1.50 1.86 -0.35
H -1.08 -1.05 1.73
H -2.29 0.99 0.99
C -1.34 1.24 0.53
H -1.25 -0.64 -0.61
O -0.29 -0.88 1.22


[4]
Below is 2 unconnected molecules or ions with the total composition C4H12, with properties calculated with wB97M-V/def2-TZVPD.

## Properties
Spin multiplicity: 2
Energy relative to the best compared isomer or geometry (same formula, charge and spin), kcal/mol: 3.38
Charge: -1
HOMO energy (spin up / spin down), eV: 1.568 / -7.817
LUMO (spin up / spin down), eV: 4.43 / 4.56

Geometry (Å):
H 2.91 0.42 0.27
H -1.67 -2.43 -0.20
H 1.43 0.85 -0.55
C -1.40 -0.70 -1.56
H 1.37 -0.42 0.70
C 1.83 0.52 0.42
H -3.06 -1.26 -0.28
C -1.98 -1.39 -0.33
H 1.83 1.23 2.48
H 0.46 1.75 1.54
H 1.98 2.57 1.28
H -1.61 -0.85 0.55
H -0.34 -0.47 -1.45
H -1.85 0.29 -1.65
C 1.53 1.58 1.48
H -1.60 -1.20 -2.51


[5]
Below is a gas-phase ion, C7H8N (charge +1), with properties calculated with wB97M-V/def2-TZVPD.

## Properties
Energy relative to the best compared isomer or geometry (same formula, charge and spin), kcal/mol: 57.99
Charge: +1
HOMO energy, eV: -14.275
LUMO, eV: -5.38

Geometry (Å):
C -0.53 0.59 -1.05
C -1.67 -1.12 -0.25
N 0.92 0.50 -0.79
H -2.18 -2.04 -0.10
C -0.66 -0.83 -1.08
C 0.98 1.00 0.61
H 1.03 2.07 0.66
H 1.29 -1.54 -0.04
H -1.05 1.30 -1.74
H -0.05 -0.27 1.95
C -1.19 0.16 0.26
C 0.86 -1.01 -0.98
H 1.92 0.46 1.14
H -0.74 1.48 1.94
C -0.27 0.54 1.33
H 1.35 -1.29 -1.85


[6]
Below is a molecular structure, C35H47BI2LuN10OS3, with properties calculated with wB97M-V/def2-TZVPD.

## Properties
Energy relative to the best compared isomer or geometry (same formula, charge and spin), kcal/mol: 2.81
Charge: +1
HOMO energy, eV: -10.027
LUMO, eV: -2.23

Geometry (Å):
C 0.47 2.06 3.06
H 4.06 -3.16 -3.84
C 3.01 -4.23 5.26
H -1.93 4.12 4.44
H -1.31 -0.12 -5.49
H 0.92 1.89 2.09
C -0.12 4.44 2.42
H -4.78 -0.85 -2.16
C 0.35 2.04 -4.83
C -1.13 3.38 4.41
H -1.15 4.20 -5.48
N 4.42 2.19 0.27
H 2.77 -4.79 1.93
C -3.06 -5.01 -0.04
S -0.42 2.35 -0.22
C 2.24 -2.26 4.12
H 0.67 4.83 3.06
H 5.25 3.53 1.69
H -2.97 3.95 -4.27
C 1.95 -2.26 1.68
N -3.33 -0.50 -0.62
H -0.38 -4.97 -0.62
N 2.64 0.88 -0.08
C -3.03 2.37 2.68
H 0.59 2.85 -4.15
H 4.49 2.70 -1.79
O 1.82 1.66 -2.00
C 3.38 -4.90 6.48
C -1.53 0.81 -6.01
C 2.66 1.75 -1.11
H -4.07 -3.46 -1.75
C 3.68 1.16 0.71
H 4.72 0.60 2.38
N -2.77 -2.58 -0.28
Lu 0.52 -0.15 -0.70
S -1.09 -0.30 -2.87
H -2.37 -3.58 2.26
C -3.43 2.80 -2.47
S -1.35 -0.77 1.25
C -2.07 -3.86 0.12
H 0.27 4.32 1.41
N -2.97 1.77 0.56
H -4.79 1.54 1.65
H -1.21 -4.04 -1.88
C -2.53 -1.30 0.10
C -3.72 -2.57 -1.28
H -0.73 -3.20 1.72
N -2.94 1.59 -2.03
H -4.69 1.25 -0.71
C 5.56 2.79 0.95
C 3.17 -3.28 -3.23
H -3.30 2.59 3.69
H 6.19 3.27 0.20
C 3.80 2.72 -0.94
B -3.50 1.03 -0.69
H -1.28 -4.88 1.79
H -0.30 3.77 5.00
N 3.68 -5.43 7.45
I 2.25 -1.38 -3.26
H 6.16 2.02 1.43
N 3.91 0.45 1.80
C -1.13 2.03 -5.18
H -0.85 3.23 -6.91
C -1.58 -3.86 1.56
I 3.72 -4.03 -1.35
H 1.89 -1.24 4.15
C -0.62 3.13 3.00
H -0.16 -3.23 -0.69
N -1.77 2.61 2.18
C -3.77 1.85 1.68
H 0.06 1.12 3.43
H 0.92 2.18 -5.75
H 3.36 -0.40 1.90
C -4.07 -1.28 -1.48
H -3.97 -4.83 0.54
H -0.96 0.83 -6.94
H -4.18 3.33 -1.91
H -2.48 3.35 -6.29
H -0.93 5.18 2.40
H -2.59 -5.91 0.35
C 2.31 -2.93 2.90
H 3.43 3.74 -0.81
H 3.40 -5.94 4.03
N -1.96 2.08 -3.92
C 3.08 -4.91 4.05
C 2.73 -4.27 2.88
H 0.66 1.11 -4.37
H 1.24 2.39 3.76
H -2.59 0.84 -6.26
H -1.47 2.47 4.90
H 2.46 -3.95 -3.69
C -2.02 1.17 -2.92
C -1.75 2.23 0.88
H 2.53 -2.39 6.24
H -3.34 -5.21 -1.07
C -1.44 3.28 -6.00
C 1.61 -1.73 0.64
C -2.83 3.11 -3.63
C 2.59 -2.91 5.30
C -0.89 -4.03 -0.83


[7]
Below is a molecular structure, C10H35N13O7Pb, with properties calculated with wB97M-V/def2-TZVPD.

## Properties
Spin multiplicity: 2
Charge: +3
HOMO energy (spin up / spin down), eV: -16.115 / -16.115
LUMO (spin up / spin down), eV: -6.94 / -13.29

Geometry (Å):
H 2.37 30.86 34.24
H 5.57 30.59 32.05
H 1.50 28.98 31.09
C 0.17 34.21 33.75
H 6.83 31.89 28.82
H 4.92 31.96 29.58
O 4.04 34.90 29.19
N -0.14 35.12 27.98
Pb 3.12 34.12 31.31
H 1.45 35.06 35.06
H -0.75 34.88 27.21
H 7.26 30.42 31.76
H 7.54 33.44 29.31
C 7.32 32.43 29.63
N -0.10 32.99 28.39
C 1.48 30.87 31.73
N 0.69 37.75 30.71
N 3.17 31.26 34.70
C 3.82 32.35 34.35
O 1.72 32.07 31.50
N 0.52 34.69 34.91
H 3.75 37.27 29.02
H 5.56 33.38 35.14
H 3.15 38.44 32.30
O 2.45 36.46 31.02
N 0.93 30.37 32.80
H 3.75 37.39 27.28
C 6.38 32.20 30.83
H 0.11 37.03 30.31
H 9.47 31.79 28.03
O 8.56 31.81 29.87
C 4.01 35.57 28.16
H -0.20 35.01 35.54
O 0.81 34.52 32.76
H -1.26 33.01 32.92
H 3.62 30.67 35.39
H 9.74 33.24 29.01
H 0.22 32.23 28.97
O 1.30 34.33 29.51
H 6.36 30.25 30.34
H 4.16 34.06 27.00
N 5.08 32.58 30.36
N 2.38 38.54 31.65
H 0.48 29.47 32.73
H 5.33 33.34 29.74
N 3.93 36.86 28.12
N -0.95 33.54 33.72
C 1.87 37.47 31.22
N 1.63 29.94 30.82
O 3.38 32.97 33.40
C 9.59 32.16 29.05
N 3.86 35.02 26.96
H 0.79 30.88 33.66
H -0.89 32.96 27.76
C 0.41 34.16 28.68
H 4.01 35.68 26.20
H 2.11 30.22 29.97
H 1.77 39.34 31.71
H -1.39 33.44 34.62
C 6.34 30.76 31.30
H 6.65 32.92 31.59
H 0.35 36.00 27.95
H 10.49 31.59 29.25
H 5.03 31.81 35.73
H 0.37 38.70 30.72
N 4.90 32.61 35.12


[8]
Below is a gas-phase ion, C9H10N3O2S (charge +1), with properties calculated with wB97M-V/def2-TZVPD.

## Properties
Energy relative to the best compared isomer or geometry (same formula, charge and spin), kcal/mol: 36.33
Charge: +1
HOMO energy, eV: -11.986
LUMO, eV: -4.10

Geometry (Å):
C -1.81 -0.96 -0.15
C -0.36 2.59 1.48
C -0.71 -2.94 0.66
C -1.08 1.34 -1.98
H -0.98 0.51 -2.68
N 3.92 -0.09 -0.76
H -0.81 1.71 1.95
S 0.52 2.10 -0.02
H -2.14 1.56 -1.84
H -1.12 3.31 1.21
O 1.60 1.18 0.72
H -2.82 -2.78 0.32
C 0.51 -2.29 0.65
H 1.41 -2.80 0.96
C -0.59 -0.31 -0.18
H 0.35 3.04 2.16
H -0.76 -3.97 0.98
N 2.98 -0.45 -0.08
H -0.59 2.22 -2.39
N -0.44 0.99 -0.73
C -1.87 -2.28 0.29
C 0.59 -0.96 0.25
O 5.10 -0.11 -0.61
C 1.79 -0.15 0.26
H -2.70 -0.45 -0.48


[9]
Below is a molecular structure, C24H27AsBiCl2O3P, with properties calculated with wB97M-V/def2-TZVPD.

## Properties
Charge: +2
HOMO energy (spin up / spin down), eV: -13.785 / -13.785
LUMO (spin up / spin down), eV: -10.28 / -10.28

Geometry (Å):
H -0.54 -2.93 -6.24
C 3.98 -2.46 3.01
H 0.12 3.07 -0.44
H 3.66 5.49 -0.85
C 3.17 4.60 -0.48
H -3.47 -3.15 -0.78
C 2.94 -0.25 3.09
C -3.61 -1.76 -3.47
C -1.52 0.53 4.53
C 3.28 2.44 0.66
C 1.80 4.41 -0.68
C -3.88 0.51 -1.74
H -2.56 3.49 3.35
C 3.81 -1.23 3.64
Cl -0.91 0.38 -4.92
H 0.05 -0.74 3.59
H 4.99 3.74 0.32
H -4.70 -1.65 -3.44
C 1.88 2.27 0.50
H 4.33 -0.98 4.58
As 1.00 0.69 1.02
H -4.84 -2.00 -0.74
H 1.23 -2.58 -6.16
H -0.88 3.00 1.59
H 0.62 -4.28 -5.66
C -0.56 0.19 3.54
C 0.41 -3.18 -5.67
C 0.35 -2.86 -4.24
C 2.48 -1.77 1.26
O 0.37 -0.11 -0.32
H -1.65 -0.18 5.33
C 3.32 -2.71 1.83
H -3.35 -2.83 -3.53
H 1.95 -1.95 0.33
O -0.57 -3.56 0.05
O 0.04 -3.30 -3.18
P -2.91 -1.07 -1.92
C -0.89 -2.71 -0.66
C -2.23 1.70 4.47
Bi -0.16 -0.48 -2.81
C 3.91 3.61 0.18
H -2.94 1.92 5.22
H 3.87 1.65 1.13
H -3.47 1.27 -2.43
C 2.26 -0.54 1.88
H -3.44 -1.76 0.34
H -4.95 0.31 -1.96
H -3.20 -1.25 -4.35
H 3.46 -3.65 1.33
H 2.80 0.73 3.59
C 1.17 3.25 -0.20
C -0.38 1.08 2.45
Cl -0.91 1.94 -2.64
C -2.02 2.57 3.42
C -1.09 2.30 2.42
C -3.74 -2.09 -0.67
H 1.22 5.15 -1.22
H 4.63 -3.18 3.47
H -3.76 0.88 -0.71


[10]
Below is a single C2HCl2F molecule, with properties calculated with wB97M-V/def2-TZVPD.

## Properties
SMILES: F/C(Cl)=C\Cl
Energy relative to the best compared isomer or geometry (same formula, charge and spin), kcal/mol: 0.00
Charge: 0
HOMO energy, eV: -9.624
LUMO, eV: 0.81

Geometry (Å):
C -0.51 -0.47 0.00
F 0.37 1.69 0.00
H -0.36 -1.53 0.00
Cl -2.14 0.08 0.00
Cl 2.14 -0.14 0.00
C 0.51 0.37 0.00


[11]
Below is a single C11H12NP molecule, with properties calculated with wB97M-V/def2-TZVPD.

## Properties
SMILES: C1=C\PNC/C=c2/cccc/c2=C/1
Energy relative to the best compared isomer or geometry (same formula, charge and spin), kcal/mol: 35.04
Charge: 0
HOMO energy, eV: -7.631
LUMO, eV: -0.04

Geometry (Å):
C -1.39 -1.46 0.74
C 0.77 0.73 0.39
N -2.83 -1.32 0.59
C 0.65 -0.51 -0.34
H 1.76 -1.86 -1.58
H 2.13 1.86 1.64
C 2.05 1.02 0.96
H 3.96 -1.17 -0.74
H -3.23 -2.02 -0.02
P -3.28 0.27 0.19
C 3.16 0.32 0.59
H -0.62 -1.93 -1.26
H -2.50 0.91 -2.03
C 1.85 -1.05 -0.88
H -2.61 0.82 1.30
H -1.19 -2.49 1.06
H -1.14 2.73 -1.34
C -0.54 -1.20 -0.47
C -1.15 1.84 -0.72
C -0.12 1.79 0.22
H -1.09 -0.78 1.54
H 4.12 0.55 1.02
C -2.06 0.85 -1.04
C 3.06 -0.68 -0.40
H 0.25 2.75 0.58


[12]
Below is 3 unconnected molecules or ions with the total composition C6H12O3, with properties calculated with wB97M-V/def2-TZVPD.

## Properties
Energy relative to the best compared isomer or geometry (same formula, charge and spin), kcal/mol: 119.02
Charge: 0
HOMO energy, eV: -8.024
LUMO, eV: 0.25

Geometry (Å):
H -0.70 0.76 1.57
O 2.35 -1.41 0.83
H 0.69 -0.08 2.10
C -2.81 0.09 0.11
H 2.22 2.62 -1.09
H -0.01 -0.50 -1.48
C 1.97 1.56 -1.09
H 1.68 1.13 -2.04
H -3.01 -0.14 1.15
C -0.17 -0.18 1.45
C 1.73 -0.60 0.17
H -0.66 -1.03 1.93
H -2.82 1.17 -0.04
O -0.97 0.00 -1.40
C 2.07 0.84 0.02
H -3.60 -0.36 -0.50
O 1.21 -1.11 -1.14
C -1.49 -0.47 -0.31
H 2.35 1.30 0.96
H -1.33 -1.53 -0.12
H 1.32 -2.07 -1.09


[13]
Below is 4 unconnected molecules or ions with the total composition H9O4, with properties calculated with wB97M-V/def2-TZVPD.

## Properties
Energy relative to the best compared isomer or geometry (same formula, charge and spin), kcal/mol: 16.58
Charge: +1
HOMO energy, eV: -16.642
LUMO, eV: -3.06

Geometry (Å):
H -2.63 0.65 1.94
H 0.49 0.83 -0.03
H -2.31 -0.85 1.84
O -0.11 -0.07 -0.04
H 1.66 2.42 1.04
H 0.51 -1.87 -2.89
O 0.60 -1.58 -1.93
H 0.85 -2.33 -1.47
H -1.03 0.04 0.42
O 1.50 1.80 0.34
H 2.41 1.56 0.21
H 0.05 -0.65 -0.96
O -1.98 0.04 1.52


[14]
Below is 2 unconnected molecules or ions with the total composition C10H11ClN2OS, with properties calculated with wB97M-V/def2-TZVPD.

## Properties
Energy relative to the best compared isomer or geometry (same formula, charge and spin), kcal/mol: 194.01
Charge: 0
HOMO energy, eV: -9.132
LUMO, eV: -1.03

Geometry (Å):
C 0.99 -3.54 -0.73
C -3.16 2.68 -2.21
H 4.06 -1.41 1.30
H 2.14 -0.67 3.18
S 0.45 -1.86 1.67
H 1.64 0.43 0.46
H 3.95 -0.30 0.08
C -1.37 0.14 0.34
C 2.31 -0.01 1.20
C -3.12 0.61 -1.32
H -0.74 2.54 0.03
H 1.16 -4.62 -0.37
H -1.62 4.06 -1.87
Cl -3.80 3.74 -3.43
C -0.67 -0.61 0.98
C 3.39 -1.04 0.50
H 3.14 -1.87 -0.07
H 2.88 0.88 1.58
N 1.60 -0.62 2.27
O -0.23 -2.50 2.83
H -0.09 -3.49 -0.45
N -3.55 1.42 -2.21
H -3.52 -0.45 -1.36
C -2.11 1.00 -0.46
C -2.10 3.19 -1.47
C -1.64 2.30 -0.48


[15]
Below is a molecular structure, C15H33F2O18P3, with properties calculated with wB97M-V/def2-TZVPD.

## Properties
Energy relative to the best compared isomer or geometry (same formula, charge and spin), kcal/mol: 413.03
Charge: 0
HOMO energy, eV: -9.599
LUMO, eV: -0.33

Geometry (Å):
C -1.47 4.96 -0.72
O -3.17 -0.43 3.00
H -0.69 1.39 2.84
O -1.53 5.92 0.10
H 4.82 1.95 -2.97
C 5.51 -2.51 -1.94
P -0.97 0.22 -0.79
H 2.20 -0.74 -0.86
O 0.32 -0.46 -0.11
O -0.89 0.88 -2.14
C 1.97 -0.42 -2.63
H 6.29 0.96 -3.28
H 6.51 -2.61 -1.51
H -3.67 -1.95 -0.03
O 0.45 -3.64 1.59
H 4.78 -3.25 -1.61
H -0.51 2.50 1.28
C 0.39 -2.36 -0.37
H 2.15 0.45 0.37
H -2.24 2.09 2.79
O 3.79 -2.00 -5.29
O -0.67 -2.05 0.58
O -2.40 4.19 -1.17
O -0.96 -2.50 2.94
O -0.25 4.59 -1.24
H 0.14 -4.53 -0.27
C -2.99 -1.10 0.09
O -4.44 0.94 5.03
C 0.79 -3.78 0.18
H -2.47 -1.45 0.98
H 1.97 0.19 -1.72
C 5.22 0.94 -3.09
H -5.29 -0.86 2.95
C -4.39 -0.84 2.33
H 5.04 0.53 -2.10
C -1.75 -2.06 4.94
H -3.50 -0.16 0.29
P 4.12 -1.32 -3.98
O 4.71 0.19 -4.26
H -1.12 2.94 -0.26
F -2.56 2.50 -2.58
C 1.58 0.06 -0.47
H -2.19 4.26 -3.28
O -2.04 -0.98 -0.95
H 1.16 -1.60 -0.24
H -0.98 2.80 3.92
O 3.12 -1.18 -2.70
H -0.23 2.58 -1.83
H -4.27 -1.74 1.72
H 1.81 0.04 -3.60
F 0.05 -2.43 -1.67
O 5.36 -2.10 -3.27
H -4.68 -0.09 1.59
H 1.24 -1.23 -2.52
C -0.47 3.58 -2.18
C -1.99 3.66 -2.39
H 1.84 -4.04 0.00
P -3.22 0.10 4.56
O -1.73 0.95 4.48
C -1.41 1.90 3.47
H -1.39 -1.97 3.92
H -0.12 3.69 -3.20
H -0.84 -1.98 5.54
H -1.91 -3.10 5.23
H 5.19 -1.63 -1.38
O -1.71 1.05 0.41
H -2.25 2.88 1.04
O -2.82 -1.26 5.33
C -0.47 -2.72 1.79
C -1.38 2.38 0.64
H 1.55 0.79 -1.28


Strongest force on any atom (eV/Å)
6.9; 3.5; 2.5; 0.7; 4.0; 0.7; 7.1; 4.4; 7.2; 0.7; 0.7; 2.7; 3.4; 4.7; 12.5
Calculated total energy (eV)
-9389.4960; -31844.2666; -8840.1816; -4340.8897; -8865.9568; -137012.9526; -49867.5378; -28883.7217; -132462.3115; -29851.6944; -22377.6540; -12554.6877; -8329.4059; -38924.3973; -86236.1700